Record 1
{"formula": "C11H10N2OS", "method": "the ωB97M-V functional and the def2-TZVPD basis", "homo_lumo_gap_ev": [4.89, 4.73], "total_charge": 0, "lumo_ev": [-2.9, -3.0], "energy_ev": -27425.16896, "symbols": ["S", "O", "N", "N", "C", "C", "C", "C", "C", "C", "C", "C", "C", "C", "C", "H", "H", "H", "H", "H", "H", "H", "H", "H", "H"], "positions_angstrom": [[4.881, -0.246, 0.415], [2.038, -2.491, -0.903], [2.538, 1.249, 0.770], [1.388, 1.566, 0.607], [-2.645, -1.270, 1.234], [3.416, 0.437, 0.394], [-1.711, -0.760, 2.066], [-1.669, -0.222, -0.591], [-0.589, 0.169, 0.215], [0.568, 0.916, -0.406], [0.179, 2.053, -1.393], [1.352, -0.243, -1.051], [1.244, -1.594, -0.574], [-2.687, -0.962, -0.104], [-0.629, -0.087, 1.512], [-1.823, -1.018, 3.152], [-0.739, 1.659, -2.048], [-1.630, 0.278, -1.573], [0.222, 0.212, 2.049], [0.959, 2.528, -1.958], [0.338, -1.811, -0.062], [-3.395, -1.788, 1.729], [2.079, 0.008, -1.853], [-0.297, 2.873, -0.853], [-3.387, -1.457, -0.776]]}

---

Record 2
{"formula": "C23H60ClN4O6", "method": "the ωB97M-V functional and the def2-TZVPD basis", "homo_lumo_gap_ev": 9.17, "total_charge": 3, "lumo_ev": -6.2, "energy_ev": -55565.60773, "symbols": ["Cl", "O", "O", "O", "O", "O", "O", "N", "N", "N", "N", "C", "C", "C", "C", "C", "C", "C", "C", "C", "C", "C", "C", "C", "C", "C", "C", "C", "C", "C", "C", "C", "C", "C", "H", "H", "H", "H", "H", "H", "H", "H", "H", "H", "H", "H", "H", "H", "H", "H", "H", "H", "H", "H", "H", "H", "H", "H", "H", "H", "H", "H", "H", "H", "H", "H", "H", "H", "H", "H", "H", "H", "H", "H", "H", "H", "H", "H", "H", "H", "H", "H", "H", "H", "H", "H", "H", "H", "H", "H", "H", "H", "H", "H"], "positions_angstrom": [[0.001, -1.843, 1.039], [-1.972, -4.762, -2.847], [-3.404, 2.660, 5.056], [3.382, -2.823, 1.788], [1.033, -4.020, -3.940], [-0.967, -2.961, 4.325], [3.184, 8.357, -6.248], [1.260, -3.635, 3.208], [2.804, 6.291, -7.399], [-0.162, -2.866, -1.937], [-1.411, 2.619, 2.586], [-0.511, 2.082, 0.224], [1.139, -4.698, -5.210], [-1.457, -2.515, -2.404], [-2.141, -2.410, 4.850], [1.124, -2.611, -4.019], [-1.897, 1.218, 2.774], [3.219, 8.568, -8.674], [-0.367, -4.050, 5.043], [2.068, 5.611, -6.317], [3.047, -2.053, 2.974], [2.408, -2.958, 3.963], [-3.621, 2.517, 6.452], [-2.213, 3.698, 3.216], [0.934, -2.119, -2.570], [-2.268, -4.849, -4.248], [3.076, 7.918, -7.306], [-1.269, 3.017, 1.117], [-3.396, 0.975, 2.402], [-0.050, 2.739, 3.165], [-2.433, -3.594, -2.285], [0.518, -4.638, 3.926], [4.618, -2.476, 1.245], [-2.383, 3.633, 4.720], [-4.419, 1.830, 6.519], [-0.003, -3.878, -2.086], [2.409, 5.982, -8.252], [1.793, -2.118, -1.907], [-1.710, 0.890, 3.796], [-0.776, 3.944, 1.170], [-3.243, 3.638, 2.697], [-1.081, 1.247, -0.128], [-2.805, -3.203, 4.891], [-4.143, 1.440, 3.066], [-3.363, -3.283, -2.727], [-1.047, -4.817, 5.372], [-1.827, 4.658, 2.888], [3.788, 5.919, -7.346], [1.781, -4.057, 2.409], [0.751, -1.038, -2.672], [2.518, 4.602, -6.207], [-1.429, 3.276, 5.216], [-1.737, -1.641, -1.868], [2.033, -4.366, -5.749], [-2.529, -1.660, 4.131], [2.219, 6.180, -5.380], [5.330, -2.406, 2.026], [-0.131, 2.590, -0.609], [0.293, 1.613, 0.757], [-2.689, -3.756, -1.182], [2.014, -2.369, 4.818], [2.558, 8.114, -9.439], [-0.049, -2.659, -0.948], [2.335, -1.218, 2.762], [0.185, -3.636, 5.897], [0.198, 3.797, 3.186], [2.089, -2.180, -4.403], [0.697, -2.862, 2.690], [-1.790, -4.089, -4.908], [3.957, -1.678, 3.433], [4.259, 8.387, -8.998], [4.574, -1.539, 0.688], [1.122, -5.745, -5.086], [-0.038, 2.346, 4.161], [-3.353, -4.964, -4.460], [0.306, -2.183, -4.522], [1.016, 5.473, -6.496], [-1.968, -2.013, 5.814], [4.954, -3.348, 0.706], [0.306, -4.403, -5.912], [-4.061, 3.435, 6.907], [-2.769, 2.203, 7.020], [3.159, 9.646, -8.506], [0.587, 2.152, 2.530], [-2.280, 3.209, 0.719], [-0.173, -5.003, 3.152], [-3.543, -0.122, 2.539], [1.301, -5.318, 4.363], [-2.614, 4.636, 5.080], [-1.816, -5.774, -4.634], [-1.284, -2.213, -3.439], [-1.204, 0.622, 2.150], [3.159, -3.641, 4.249], [-3.711, 1.327, 1.393]]}

---

Record 3
{"formula": "C3H3F2IO", "method": "the ωB97M-V functional and the def2-TZVPD basis", "homo_lumo_gap_ev": 9.68, "total_charge": 0, "lumo_ev": 0.4, "energy_ev": -18740.36539, "smiles": "COC(I)=C(F)F", "symbols": ["I", "F", "F", "O", "C", "C", "C", "H", "H", "H"], "positions_angstrom": [[0.642, 2.407, -0.412], [-2.189, -0.725, -0.011], [-2.533, 1.481, 0.299], [0.310, -0.480, -0.841], [-1.724, 0.512, -0.064], [1.312, -0.845, 0.114], [-0.449, 0.650, -0.316], [1.684, -1.788, -0.134], [1.977, -0.094, 0.248], [0.968, -1.117, 1.116]]}

---

Record 4
{"formula": "C4H7MgO2Rb", "method": "the ωB97M-V functional and the def2-TZVPD basis", "homo_lumo_gap_ev": [4.64, 3.38], "total_charge": 2, "lumo_ev": [-9.0, -9.2], "energy_ev": -14435.69784, "symbols": ["Rb", "Mg", "O", "O", "C", "C", "C", "C", "H", "H", "H", "H", "H", "H", "H"], "positions_angstrom": [[2.159, -1.897, 1.360], [-1.831, 2.316, -1.307], [-2.831, 0.635, -1.555], [-0.648, 0.648, -0.646], [-0.784, 1.579, 1.406], [-2.223, 0.365, -0.360], [0.143, 0.877, 0.453], [-2.318, 1.508, 0.647], [-3.092, 2.186, 0.333], [-2.884, 1.436, 1.582], [-0.840, 1.052, 2.357], [-3.720, 0.980, -1.561], [-0.518, 2.627, 1.527], [1.035, 1.472, 0.243], [-2.357, -0.643, 0.038]]}

---

Record 5
{"formula": "C6H13O3Sm", "method": "the ωB97M-V functional and the def2-TZVPD basis", "homo_lumo_gap_ev": [5.49, 9.49], "spin_multiplicity": 8, "total_charge": 0, "lumo_ev": [0.6, 0.1], "energy_ev": -30475.44143, "symbols": ["Sm", "O", "O", "O", "C", "C", "C", "C", "C", "C", "H", "H", "H", "H", "H", "H", "H", "H", "H", "H", "H", "H", "H"], "positions_angstrom": [[2.618, -0.346, 3.225], [1.014, 0.236, 1.528], [1.489, 1.089, 4.001], [3.255, -1.191, 1.582], [-3.219, -0.886, -2.939], [2.597, -1.109, 0.360], [-1.790, -0.756, -3.447], [0.452, 1.514, 1.861], [0.320, 1.521, 3.385], [1.621, 0.032, 0.315], [-3.900, -1.216, -3.741], [3.299, -0.976, -0.488], [-3.607, 0.074, -2.572], [1.152, 2.293, 1.522], [-1.068, -0.602, -2.615], [-1.688, 0.092, -4.137], [-0.545, 0.881, 3.657], [-1.471, -1.659, -3.991], [-0.515, 1.641, 1.353], [0.051, 2.554, 3.680], [1.168, 0.468, -0.580], [-3.281, -1.597, -2.100], [2.049, -2.057, 0.140]]}

---

Record 6
{"formula": "C45H39BrCl5N2OP2SSc", "method": "the ωB97M-V functional and the def2-TZVPD basis", "homo_lumo_gap_ev": 6.41, "total_charge": 2, "lumo_ev": -5.8, "energy_ev": -235084.21878, "symbols": ["Br", "Sc", "Cl", "Cl", "Cl", "Cl", "Cl", "S", "P", "P", "O", "N", "N", "C", "C", "C", "C", "C", "C", "C", "C", "C", "C", "C", "C", "C", "C", "C", "C", "C", "C", "C", "C", "C", "C", "C", "C", "C", "C", "C", "C", "C", "C", "C", "C", "C", "C", "C", "C", "C", "C", "C", "C", "C", "C", "C", "C", "C", "H", "H", "H", "H", "H", "H", "H", "H", "H", "H", "H", "H", "H", "H", "H", "H", "H", "H", "H", "H", "H", "H", "H", "H", "H", "H", "H", "H", "H", "H", "H", "H", "H", "H", "H", "H", "H", "H", "H"], "positions_angstrom": [[2.416, 3.124, 0.218], [0.451, 0.725, 0.167], [-0.164, 1.369, 3.092], [5.830, 0.454, 4.377], [4.698, 0.221, 1.437], [3.896, 1.238, 6.688], [0.902, 1.865, 6.055], [4.154, -3.211, -5.273], [2.324, -0.521, -1.284], [-0.231, -0.282, -2.395], [1.756, 0.230, 1.370], [1.447, -0.586, -2.778], [-0.304, 2.904, 0.439], [-1.665, -1.816, -4.214], [6.194, -1.391, -2.344], [-2.103, -1.221, -6.496], [-1.612, 3.558, -2.405], [-1.311, -1.081, 1.059], [-1.482, 2.187, -2.263], [3.002, -2.568, 0.478], [0.667, 3.819, 0.513], [6.666, -0.164, -2.777], [-0.826, 5.597, 0.983], [2.194, -2.215, -0.603], [3.661, 0.494, 2.774], [1.172, -4.397, -0.505], [-2.219, -2.118, -5.446], [2.556, -0.945, -4.948], [0.731, 3.719, -2.916], [2.279, 0.572, 2.516], [-0.864, 0.282, -5.085], [-1.854, 4.668, 0.921], [2.877, -3.811, 1.071], [0.472, 5.166, 0.759], [4.056, -0.410, -1.855], [1.466, 1.049, 3.555], [1.845, -1.595, -3.764], [0.861, 2.344, -2.796], [-0.500, 4.327, -2.725], [-1.323, -2.257, 0.312], [4.165, 0.671, 4.058], [4.895, -1.520, -1.885], [2.986, -1.992, -5.967], [-2.260, -2.438, -0.693], [1.267, -3.139, -1.081], [4.536, 0.826, -2.284], [-2.276, -0.093, 0.807], [5.731, -2.427, -5.680], [-3.228, -0.298, -0.190], [-1.553, 3.350, 0.638], [-0.244, 1.566, -2.462], [5.832, 0.942, -2.749], [1.968, -4.734, 0.577], [-1.418, -0.029, -6.315], [-0.988, -0.614, -4.026], [-3.206, -1.455, -0.953], [3.300, 1.037, 5.098], [1.947, 1.279, 4.832], [-2.291, -3.376, -1.225], [2.131, -2.567, -6.319], [6.197, 1.899, -3.081], [-2.579, 4.024, -2.282], [4.543, -2.483, -1.549], [3.901, 1.702, -2.249], [-2.411, 0.720, 1.515], [6.508, -3.087, -5.307], [1.804, 1.854, -3.007], [3.464, -1.527, -6.825], [2.525, -2.316, -3.301], [-3.968, -1.618, -1.700], [5.818, -2.331, -6.760], [-2.354, 1.582, -2.047], [-1.752, -2.516, -3.396], [-0.641, -3.051, 0.568], [0.976, -2.151, -4.131], [-2.550, -1.445, -7.452], [-2.738, -3.054, -5.584], [0.600, -2.882, -1.894], [1.305, 5.852, 0.785], [5.790, -1.459, -5.190], [-4.035, 0.411, -0.323], [-0.340, 1.219, -4.953], [3.426, -0.398, -4.580], [3.501, -4.059, 1.916], [1.877, -5.707, 1.034], [6.837, -2.255, -2.356], [7.680, -0.073, -3.134], [-1.311, 0.663, -7.138], [0.470, -5.117, -0.899], [-1.037, 6.634, 1.191], [3.736, -1.873, 0.848], [-2.873, 4.962, 1.107], [-2.337, 2.610, 0.564], [1.589, 4.307, -3.196], [-0.587, 5.396, -2.838], [-0.707, -1.045, 1.964], [1.879, -0.237, -5.430]]}